Run A
Entry from the Open Molecules 2025 dataset: a 2-piece molecular cluster, C2H2Br2O overall (ωB97M-V/def2-TZVPD).

The geometry in ORCA input format:
```
! RIJCOSX wB97M-V def2-TZVPD def2/J DEFGRID3
* xyz 0 1
C -0.73295 -0.26022 0.07700
C 0.61521 0.14339 -0.09893
O -0.98301 -1.13507 0.91145
Br -0.68242 -1.29992 -2.87067
Br 1.14199 1.68659 -0.96878
H -1.41952 0.31775 -0.49096
H 1.25527 -0.60325 0.17574
*
```

Summary:
orbital gap (alpha / beta) = 8.41 / 5.81 eV
E_HOMO (alpha / beta) = -10.47 / -9.54 eV

Löwdin population analysis, charges in e, atoms 1 to 4: C -0.49; C -0.55; O 0.03; Br 0.14

---

Run B
Entry from the Open Molecules 2025 dataset: a 2-piece molecular cluster, C2H2Br2O overall (ωB97M-V/def2-TZVPD).

The geometry in ORCA input format:
```
! RIJCOSX wB97M-V def2-TZVPD def2/J DEFGRID3
* xyz 0 1
C 0.02506 -0.15705 0.84191
C 0.24734 -0.33428 -0.58377
O -0.61843 -0.99593 1.41030
Br -1.63651 1.81794 -0.71512
Br 1.56865 0.37449 -1.57624
H 0.40970 0.74520 1.34708
H 0.00419 -1.45037 -0.72416
*
```

Summary:
orbital gap (alpha / beta) = 8.12 / 6.75 eV
E_HOMO (alpha / beta) = -10.58 / -9.87 eV

Löwdin population analysis, charges in e, atoms 1 to 4: C -0.51; C -0.70; O 0.05; Br 0.13

---

run B is the most stable structure; the next one sits 28.8 kJ/mol above it.

---

Run A
Entry from the Open Molecules 2025 dataset: a 2-piece molecular cluster, CH3I2P overall (ωB97M-V/def2-TZVPD).

The geometry in ORCA input format:
```
! RIJCOSX wB97M-V def2-TZVPD def2/J DEFGRID3
* xyz 0 1
C 1.55855 -0.07779 0.95458
P 1.19827 1.24599 -0.09152
I -3.50788 0.34245 -0.31618
I -4.14392 -1.45088 -2.06067
H 1.27563 0.11200 1.99377
H 1.83994 -1.05574 0.81418
H 1.77941 0.88397 -1.29417
*
```

Summary:
orbital gap = 7.95 eV
E_HOMO = -9.29 eV

Löwdin population analysis, charges in e, atoms 1 to 4: C -0.42; P 0.72; I -0.02; I 0.00

---

Run B
Entry from the Open Molecules 2025 dataset: CH3I2P as an isolated structure (ωB97M-V/def2-TZVPD).

The geometry in ORCA input format:
```
! RIJCOSX wB97M-V def2-TZVPD def2/J DEFGRID3
* xyz 0 1
C -0.50031 -0.20370 -0.10649
P 1.30327 0.01376 -0.16326
I -1.29274 -0.33293 -2.06996
I -1.70488 0.82558 1.29084
H -0.54432 -1.99189 0.36890
H 1.46624 0.31627 1.19488
H 1.27274 1.37290 -0.51491
*
```

Summary:
orbital gap = 8.32 eV
E_HOMO = -9.17 eV

Löwdin population analysis, charges in e, atoms 1 to 4: C -1.79; P 0.58; I 0.63; I 0.65

---

run A is the most stable structure; the next one sits 222.4 kJ/mol above it.

---

Run A
Entry from the Open Molecules 2025 dataset: a 2-piece molecular cluster, C2H3OP overall (ωB97M-V/def2-TZVPD).

The geometry in ORCA input format:
```
! RIJCOSX wB97M-V def2-TZVPD def2/J DEFGRID3
* xyz 0 1
C 0.20754 -1.00090 -0.36924
C -0.15448 0.34525 -0.41226
O 0.93630 0.92309 0.25963
P 1.70861 -0.50415 0.38267
H -0.24095 -1.94800 -0.95114
H -1.04892 0.96320 -0.54404
H -1.40808 1.22152 1.63439
*
```

Summary:
orbital gap (alpha / beta) = 7.77 / 8.62 eV
E_HOMO (alpha / beta) = -8.16 / -9.60 eV

Löwdin population analysis, charges in e, atoms 1 to 4: C -0.36; C -0.35; O -0.48; P 0.89

---

Run B
Entry from the Open Molecules 2025 dataset: a 2-piece molecular cluster, C2H3OP overall (ωB97M-V/def2-TZVPD).

The geometry in ORCA input format:
```
! RIJCOSX wB97M-V def2-TZVPD def2/J DEFGRID3
* xyz 0 1
C -0.20726 0.02183 -0.91204
C -0.22298 -0.01154 0.58342
O 1.05132 0.51531 0.71684
P 1.11903 1.03989 -0.86393
H -0.71583 -0.37820 -1.78382
H -0.97801 0.37916 1.36998
H -0.04626 -1.56645 0.88957
*
```

Summary:
orbital gap = 8.86 eV
E_HOMO = -8.88 eV

Löwdin population analysis, charges in e, atoms 1 to 4: C -0.39; C -0.43; O -0.49; P 0.94

---

run B is the most stable structure; the next one sits 162.8 kJ/mol above it.

---

Run A
Entry from the Open Molecules 2025 dataset: the molecule C7H5ClNOP (ωB97M-V/def2-TZVPD).

The geometry in ORCA input format:
```
! RIJCOSX wB97M-V def2-TZVPD def2/J DEFGRID3
* xyz 0 1
C -1.29885 -3.38109 0.06665
C 1.08714 0.21795 -0.12850
C 0.36220 -0.94168 -0.14005
C 0.41834 1.43488 -0.06793
C -1.05825 -0.95473 -0.10836
C -0.96049 1.43742 -0.08870
C -1.75225 0.28708 -0.10812
N -1.52549 -2.21902 0.03367
O -3.96850 1.76610 0.81257
P -3.56708 1.09289 -0.42650
Cl -4.58369 -0.71208 -0.47527
H 2.16312 0.17074 -0.16221
H 0.86583 -1.89955 -0.18332
H 0.97056 2.36106 -0.02548
H -1.57614 -4.37312 0.29659
H -1.48264 2.38553 -0.07455
*
```

Summary:
orbital gap (alpha / beta) = 4.97 / 4.97 eV
E_HOMO (alpha / beta) = -7.16 / -7.16 eV

Löwdin population analysis, charges in e, atoms 1 to 4: C 0.29; C -0.08; C -0.03; C -0.05

---

Run B
Entry from the Open Molecules 2025 dataset: the molecule C7H5ClNOP (ωB97M-V/def2-TZVPD).

The geometry in ORCA input format:
```
! RIJCOSX wB97M-V def2-TZVPD def2/J DEFGRID3
* xyz 0 1
C -0.02285 -3.16569 -0.03665
C 0.23354 2.20555 -0.89671
C 0.98036 1.14488 -1.30288
C -0.78951 2.03500 0.00872
C 0.79687 -0.01745 -0.60636
C -1.01509 0.85472 0.65598
C -0.20297 -0.15624 0.26418
N -0.00525 -4.00386 -0.81911
O -1.35378 -1.99181 2.18724
P -0.20334 -1.89288 1.20744
Cl 1.46419 -2.29809 2.19377
H 0.44046 3.26009 -1.28391
H 1.89616 1.28416 -2.01576
H -1.45661 2.85586 0.16810
H 1.26365 -0.87849 -0.93001
H -2.02584 0.76424 1.20594
*
```

Summary:
orbital gap = 10.46 eV
E_HOMO = -10.47 eV

Löwdin population analysis, charges in e, atoms 1 to 4: C -0.35; C -0.09; C -0.08; C -0.10

---

run B is the most stable structure; the next one sits 285.7 kJ/mol above it.

---

Run A
Entry from the Open Molecules 2025 dataset: a 2-piece molecular cluster, C3H6O4 overall (ωB97M-V/def2-TZVPD).

The geometry in ORCA input format:
```
! RIJCOSX wB97M-V def2-TZVPD def2/J DEFGRID3
* xyz 0 1
C -1.01395 -0.52811 -0.26190
C 1.46704 0.67110 0.50560
C 0.36869 1.28244 -0.01844
O -0.08050 -1.31325 -0.98312
O 0.89884 -1.70893 -0.05562
O -1.91170 -0.06661 -1.15038
O -1.30074 -0.89295 0.86943
H -2.77101 -0.00592 -0.70928
H 0.36123 -1.77684 0.77824
H 2.29501 0.35218 -0.10775
H 1.58650 0.57013 1.57536
H 0.37071 1.55059 -1.07041
H -0.27011 1.86616 0.62826
*
```

Summary:
orbital gap = 10.23 eV
E_HOMO = -9.98 eV

Löwdin population analysis, charges in e, atoms 1 to 4: C -0.64; C -0.01; C -0.08; O -0.01

---

Run B
Entry from the Open Molecules 2025 dataset: the molecule C3H6O4 (ωB97M-V/def2-TZVPD).

The geometry in ORCA input format:
```
! RIJCOSX wB97M-V def2-TZVPD def2/J DEFGRID3
* xyz 0 1
C -0.47740 0.52516 0.14811
C -0.41796 -0.91513 0.43859
C 0.73803 -1.50306 0.74910
O 1.03947 0.85268 -0.24205
O 1.61296 0.66775 -1.51298
O -0.69768 1.26152 1.27068
O -1.29007 0.92780 -0.89903
H 0.92413 0.66601 -2.19462
H -0.48947 2.18696 1.08120
H -2.05138 0.34518 -0.98690
H -1.34688 -1.45450 0.32416
H 1.63423 -0.98314 1.03885
H 0.82202 -2.57722 0.78488
*
```

Summary:
orbital gap = 9.85 eV
E_HOMO = -9.30 eV

Löwdin population analysis, charges in e, atoms 1 to 4: C -0.58; C -0.07; C 0.07; O -0.16

---

run A is the most stable structure; the next one sits 13.6 kJ/mol above it.

---

Run A
Entry from the Open Molecules 2025 dataset: the molecule C4H10N2O4 (ωB97M-V/def2-TZVPD).

The geometry in ORCA input format:
```
! RIJCOSX wB97M-V def2-TZVPD def2/J DEFGRID3
* xyz 0 1
N 0.31620 -1.83029 3.18872
C -0.50664 -1.26148 2.01383
O -1.70003 -1.84562 1.80665
O 0.03628 -0.11872 1.26283
C -0.14852 -0.26694 -0.19128
N 0.15650 -1.68014 -0.68111
O -1.55009 0.15769 -0.47514
C 0.97280 0.72411 -0.91168
C 0.32345 2.11962 -1.51096
O -0.27128 2.92997 -0.43399
H -0.30692 -1.89982 4.03789
H 0.53981 -2.83740 2.94813
H -0.18077 -1.80680 -1.67911
H 1.20648 -1.72042 -0.77133
H -1.71516 0.21570 -1.46188
H 1.48152 0.18494 -1.84696
H 1.84672 1.04151 -0.16358
H -0.49022 1.81310 -2.31682
H 1.13381 2.75709 -2.08485
H -1.14395 3.32390 -0.72936
*
```

Summary:
orbital gap = 9.99 eV
E_HOMO = -9.56 eV

Löwdin population analysis, charges in e, atoms 1 to 4: N 0.05; C -0.29; O -0.01; O 0.00

---

Run B
Entry from the Open Molecules 2025 dataset: a 2-piece molecular cluster, C4H10N2O4 overall (ωB97M-V/def2-TZVPD).

The geometry in ORCA input format:
```
! RIJCOSX wB97M-V def2-TZVPD def2/J DEFGRID3
* xyz 0 1
C -0.63560 2.04185 -0.14812
C 0.80128 -2.40184 -0.27566
C -0.76642 0.95882 0.87413
C -0.08217 -1.18112 -0.15245
N 0.21921 -0.16340 0.52674
N 3.05306 -0.03796 -0.25750
O 2.78416 0.78137 0.82622
O 3.84132 0.35892 -1.02474
O -2.13390 0.53436 1.04766
O -1.34411 -1.31085 -0.70595
H -0.44891 3.10728 0.18159
H -1.48333 2.06057 -0.75406
H 0.24404 1.70497 -0.74434
H 1.01591 -2.53888 0.86268
H 1.66734 -2.08041 -0.85236
H 0.25809 -3.35552 -0.64084
H -0.33394 1.29823 1.94490
H 2.01125 0.42058 1.24464
H -2.03864 -0.00823 1.83065
H -1.90891 -0.70605 -0.24475
*
```

Summary:
orbital gap = 10.34 eV
E_HOMO = -9.89 eV

Löwdin population analysis, charges in e, atoms 1 to 4: C -0.04; C -0.01; C -0.40; C -0.45

---

run A is the most stable structure; the next one sits 10.2 kJ/mol above it.